1.
83
Properties=species:S:1:pos:R:3:forces:R:3:lowdin_spin:R:1 method="wB97M-V/def2-TZVPD" e_above_lowest_ev=1.216 s_squared=0.761 charge=+2 spin_multiplicity=2
Re -0.44782 0.27343 -0.15700 0.35 -2.58 -0.97 0.825
F 5.17974 -4.01273 -1.15836 0.07 -0.08 -0.03 -0.001
C 4.36347 -3.11371 -0.65262 -0.09 0.13 0.07 -0.002
C 2.99362 -3.34019 -0.66354 -0.02 -0.02 -0.01 0.001
F 2.50554 -4.46304 -1.17822 0.00 -0.01 0.02 0.000
C 2.14505 -2.38904 -0.13764 0.21 0.31 0.16 0.000
F 0.83191 -2.62958 -0.12064 -0.20 -0.13 -0.13 0.010
C 2.62213 -1.18653 0.38201 -0.03 -0.47 -0.27 0.005
S 1.60225 0.08996 1.01086 -1.05 0.72 -0.36 0.031
C 4.00421 -0.99288 0.40607 -0.30 -0.04 -0.05 -0.002
F 4.48793 0.12919 0.91668 0.17 0.05 -0.02 0.002
C 4.87083 -1.94178 -0.10686 -0.03 -0.04 0.01 0.000
F 6.17470 -1.73767 -0.08756 0.08 0.03 0.00 0.000
N -2.24079 1.29707 2.18490 0.08 -0.01 0.06 0.003
P -2.32717 -0.11739 1.24605 0.06 0.35 0.02 0.010
C -3.99549 -0.04467 0.56828 0.21 -0.13 -0.01 0.005
C -4.29199 0.97805 -0.33533 0.04 -0.08 0.04 0.004
C -5.60128 1.17705 -0.73310 0.03 0.05 -0.07 0.000
C -6.60810 0.35404 -0.23780 -0.02 -0.04 0.04 0.000
C -6.30480 -0.68430 0.63052 -0.05 0.00 0.01 0.000
C -4.99435 -0.89242 1.03600 0.09 0.00 0.02 0.000
C -2.22578 -1.50601 2.37776 0.06 0.10 -0.12 0.000
C -2.58524 -1.36305 3.71721 -0.08 -0.04 -0.10 0.000
C -2.53571 -2.46230 4.55789 0.04 0.02 0.04 0.000
C -2.11268 -3.69089 4.06829 0.01 0.00 0.00 0.000
C -1.74742 -3.83050 2.73590 0.03 -0.05 -0.02 0.000
C -1.80384 -2.74005 1.88432 -0.06 0.15 -0.03 0.001
C -1.33846 2.30294 1.93086 -0.05 -0.02 0.01 0.022
C -1.34033 3.47823 2.68095 0.05 0.13 -0.02 -0.004
C -0.42879 4.46525 2.38023 -0.08 -0.14 -0.01 0.024
C 0.47074 4.27263 1.32964 -0.02 -0.05 -0.05 -0.001
C 0.42275 3.09324 0.63683 0.19 0.37 0.10 0.016
N -0.45948 2.10434 0.92701 -0.10 0.11 0.01 0.025
H -2.97366 1.52195 2.84148 -0.03 -0.02 0.01 0.000
H -3.49445 1.60785 -0.71531 -0.07 0.08 0.00 0.004
H -5.84255 1.97664 -1.42115 0.00 0.00 -0.01 0.000
H -7.63586 0.52923 -0.52734 0.00 -0.02 -0.03 0.000
H -7.08794 -1.33015 1.00479 -0.01 0.01 -0.01 0.000
H -4.75008 -1.70134 1.71321 -0.04 0.01 0.02 0.000
H -2.91408 -0.40679 4.10157 0.03 -0.01 0.07 0.000
H -2.81454 -2.35819 5.59754 0.00 0.00 0.00 0.000
H -2.05955 -4.54236 4.73320 -0.01 -0.01 -0.01 0.000
H -1.40315 -4.78721 2.36655 -0.02 -0.01 -0.01 0.000
H -1.52173 -2.83173 0.84170 0.04 -0.06 0.04 0.001
H -2.05364 3.59905 3.48430 0.01 -0.02 0.01 -0.001
H -0.41205 5.38222 2.95326 -0.01 0.00 0.02 0.001
H 1.19918 5.02599 1.07098 0.00 -0.02 -0.05 0.000
H 1.10400 2.90324 -0.18000 0.00 -0.09 0.03 0.001
N -1.02004 -0.65647 -1.60792 0.76 1.64 2.15 -0.009
P -1.93950 -1.22728 -2.82159 -0.65 -0.14 -0.95 0.006
C -2.73086 0.16341 -3.66552 0.22 -0.16 0.20 0.000
C -3.65185 -0.07083 -4.68619 0.01 -0.03 0.02 0.000
C -4.21184 1.00052 -5.36294 -0.04 -0.07 -0.06 0.000
C -3.85089 2.29986 -5.03510 0.02 0.02 0.05 0.000
C -2.91950 2.53320 -4.03312 0.05 0.05 -0.01 0.001
C -2.35617 1.46785 -3.35007 -0.09 -0.14 0.00 0.010
C -3.17533 -2.37002 -2.18347 0.31 0.28 0.00 -0.002
C -2.70633 -3.58355 -1.67616 -0.01 -0.04 -0.05 0.000
C -3.60847 -4.51510 -1.19378 0.06 -0.04 0.04 0.000
C -4.97137 -4.24063 -1.22040 0.03 0.08 -0.01 0.000
C -5.43028 -3.02915 -1.71780 -0.07 -0.04 -0.04 0.000
C -4.53574 -2.08240 -2.19459 -0.03 0.01 -0.04 0.000
C -0.90320 -2.14077 -3.96625 -0.10 0.16 0.25 0.001
C -1.52063 -2.96367 -4.90741 0.03 0.00 0.03 0.001
C -0.74306 -3.63806 -5.83259 -0.04 0.00 -0.04 0.000
C 0.63894 -3.49805 -5.81071 -0.03 0.01 0.01 0.000
C 1.24910 -2.68679 -4.86462 0.10 -0.01 -0.05 0.000
C 0.48067 -1.99669 -3.94177 -0.05 0.03 0.03 0.000
H -3.93573 -1.08179 -4.95116 -0.01 0.01 -0.04 0.000
H -4.92331 0.81945 -6.15726 -0.02 0.00 0.02 0.000
H -4.29289 3.13296 -5.56475 0.02 0.00 -0.03 0.000
H -2.61427 3.54424 -3.79789 -0.04 0.00 0.01 0.000
H -1.62253 1.63913 -2.57333 0.04 0.09 0.00 0.012
H -1.64383 -3.80255 -1.68794 -0.01 -0.04 0.01 0.000
H -3.25056 -5.46428 -0.81763 -0.01 0.00 0.01 0.000
H -5.67634 -4.97788 -0.86012 0.00 -0.01 -0.01 0.000
H -6.49203 -2.82438 -1.75297 0.00 0.01 0.03 0.000
H -4.90102 -1.14118 -2.58524 0.01 0.00 0.04 0.000
H -2.59791 -3.08096 -4.90978 0.01 -0.07 -0.02 0.000
H -1.21308 -4.27421 -6.57010 0.00 0.00 0.01 0.000
H 1.24199 -4.02289 -6.53917 0.01 -0.02 0.02 0.000
H 2.32671 -2.59219 -4.85582 -0.01 0.03 0.02 0.000
H 0.94469 -1.34803 -3.20864 0.04 -0.04 0.00 0.000


2.
25
Properties=species:S:1:pos:R:3:forces:R:3:mulliken_charge:R:1 method="wB97M-V/def2-TZVPD" smiles="CON(CO)[C@@](N)(NC(N)=O)[N+](=O)[O-]" e_above_lowest_ev=0.655 charge=0
C -1.60254 1.73411 1.44665 -2.03 -1.07 1.11 -0.642
O -0.52684 1.24762 0.79318 2.23 0.34 -1.77 -0.439
N -0.72378 -0.09136 0.61340 2.17 0.34 2.76 1.026
C 0.17419 -0.79969 1.46933 -0.13 0.51 3.25 -0.642
O 1.53393 -0.61201 1.31973 0.73 -1.83 -2.46 -0.520
C -0.97184 -0.52212 -0.60937 1.20 -2.38 -5.05 -0.335
N -1.18176 0.41810 -1.63016 -4.55 -2.16 0.31 -0.629
N 0.18054 -1.66723 -1.10355 -4.19 -0.40 2.19 -0.246
C 1.23613 -1.25436 -1.80408 0.84 1.29 -0.25 0.607
N 2.13735 -2.18366 -2.22475 0.49 -0.98 -0.23 -0.466
O 1.38940 -0.05963 -2.03845 0.52 0.08 -0.14 -0.684
N -2.25304 -1.38861 -0.54289 -0.51 -0.59 0.47 0.966
O -2.71412 -1.81702 -1.57476 0.06 -0.03 -0.12 -0.615
O -2.70721 -1.55906 0.56836 -0.22 -0.32 -0.43 -0.585
H -2.49116 1.66761 0.86192 -0.82 0.19 -0.86 0.270
H -1.39566 2.73230 1.65872 0.23 1.63 0.87 0.292
H -1.81083 1.05409 2.27809 0.02 0.66 0.68 0.267
H 0.05613 -0.47483 2.53194 -1.17 0.07 -0.71 0.370
H -0.08576 -1.84034 1.52018 0.09 -0.55 -0.61 0.340
H 1.88644 0.09580 1.81271 0.10 1.35 0.81 0.327
H -0.34110 0.81970 -1.75745 3.50 2.03 -1.13 0.367
H -1.57799 -0.02318 -2.51194 0.92 0.64 1.77 0.282
H -0.19494 -2.62737 -0.96328 1.15 0.99 -0.61 0.234
H 2.11927 -3.08769 -1.79987 -0.22 -0.34 0.20 0.189
H 3.08422 -1.90794 -2.44362 -0.42 0.54 -0.06 0.265


3.
92
Properties=species:S:1:pos:R:3:forces:R:3:mulliken_charge:R:1 method="wB97M-V/def2-TZVPD" e_above_lowest_ev=0.194 charge=0
Sn 0.29114 -0.92155 0.38655 -0.08 -0.01 -0.12 0.232
C -0.08295 -2.22774 3.55060 0.03 0.02 -0.03 -1.396
N 0.65061 -2.52994 2.32499 0.02 0.08 -0.04 0.812
C 2.08356 -2.25831 2.51236 0.07 -0.06 0.12 -0.998
C 0.42069 -3.82555 1.75353 -0.02 0.00 -0.06 0.238
C -0.10631 -4.88615 2.47107 0.00 0.04 0.00 -0.280
C -0.34139 -6.10743 1.85318 -0.01 -0.04 0.00 -0.840
C -0.05028 -6.25111 0.50568 -0.01 0.00 0.02 -0.869
C 0.46646 -5.19131 -0.22274 0.05 0.02 0.04 -0.679
C 0.72137 -3.95570 0.38198 -0.05 -0.01 -0.11 -0.050
N 1.13555 -2.81727 -0.29550 -0.03 -0.08 0.14 0.724
C 1.86294 -2.87779 -1.46294 -0.04 0.03 -0.13 0.104
C 2.77883 -3.89893 -1.77318 -0.01 0.06 0.05 -0.631
C 3.50682 -3.87886 -2.94788 0.03 -0.03 -0.02 -0.760
C 3.35662 -2.84747 -3.86592 0.00 0.00 0.02 -0.965
C 2.46521 -1.82781 -3.57354 0.02 0.04 0.03 -0.432
C 1.73736 -1.82987 -2.39400 -0.05 -0.02 -0.03 -0.273
N 0.77974 -0.77636 -2.10903 0.11 0.01 0.10 1.425
C -0.42934 -0.93620 -2.92362 -0.03 -0.01 -0.09 -1.032
C 1.34991 0.56680 -2.26554 -0.05 0.00 -0.02 -1.158
H 0.32210 -2.77517 4.41171 -0.01 -0.01 -0.02 0.365
H -1.13462 -2.46171 3.41890 -0.03 0.02 0.00 0.457
H 0.01123 -1.15838 3.74641 -0.03 -0.01 0.00 0.229
H 2.49418 -2.89858 3.30155 0.00 0.01 0.00 0.370
H 2.21550 -1.21027 2.78918 0.02 -0.02 0.00 0.254
H 2.61845 -2.44791 1.58339 0.01 0.00 0.03 0.288
H -0.34592 -4.75708 3.51851 0.00 -0.02 -0.01 0.397
H -0.75696 -6.93076 2.41886 0.00 0.01 0.00 0.401
H -0.24605 -7.19163 0.00548 0.00 0.00 0.01 0.403
H 0.64934 -5.30511 -1.28277 -0.01 -0.01 0.00 0.571
H 2.92149 -4.70698 -1.06840 0.00 0.01 0.01 0.551
H 4.20720 -4.68151 -3.14530 0.00 0.01 -0.01 0.394
H 3.92262 -2.83620 -4.78746 0.00 0.00 0.00 0.407
H 2.32621 -1.01484 -4.27690 0.02 -0.02 -0.01 0.327
H -0.19943 -0.85722 -3.99360 0.04 0.00 0.02 0.401
H -1.14435 -0.15845 -2.66037 -0.03 -0.01 0.04 0.251
H -0.87464 -1.90769 -2.71935 0.01 0.03 0.00 0.186
H 1.60370 0.79010 -3.30691 -0.01 0.02 0.00 0.357
H 2.24636 0.65841 -1.65333 0.01 -0.02 0.00 0.427
H 0.62046 1.30019 -1.91884 -0.01 0.00 -0.02 0.203
O -2.27493 -1.13537 1.69436 -0.08 -0.04 -0.01 -0.683
C -2.48934 -1.58259 0.56929 0.27 0.04 0.09 0.320
O -1.55500 -1.76563 -0.30880 -0.11 -0.06 0.15 -0.114
C -3.87783 -1.91790 0.11729 -0.05 -0.12 0.03 0.125
C -4.96281 -1.43918 0.84260 0.00 -0.04 0.01 -0.224
C -6.25361 -1.72235 0.42424 -0.01 0.00 0.00 -0.734
C -6.46101 -2.49799 -0.70920 -0.01 0.00 -0.01 -0.391
C -5.37795 -2.98532 -1.42859 -0.01 0.00 -0.01 -0.767
C -4.08575 -2.68935 -1.02109 -0.01 0.03 0.00 0.044
H -4.77256 -0.84898 1.72945 0.00 0.00 -0.01 0.448
H -7.10033 -1.34346 0.98233 0.00 0.00 0.01 0.410
H -7.46974 -2.72547 -1.03053 0.00 0.00 0.00 0.398
H -5.54302 -3.59654 -2.30672 0.01 0.00 0.00 0.412
H -3.22767 -3.05234 -1.57140 -0.01 -0.01 0.01 0.374
S -4.37339 4.84997 -1.58148 -0.01 0.02 0.01 -0.134
C -3.35348 3.46830 -1.09263 0.02 -0.05 0.02 0.145
C -3.74775 2.16688 -1.37103 -0.01 0.02 0.01 -1.037
C -2.91544 1.12783 -0.98326 0.03 0.08 -0.02 -0.374
N -1.75982 1.31894 -0.35053 0.00 -0.04 -0.12 0.432
C -1.39990 2.56621 -0.06563 0.02 -0.02 0.02 -0.596
C -2.16016 3.67339 -0.41576 -0.02 0.01 0.04 -0.523
C -3.72476 5.06661 -3.23058 0.01 0.01 -0.07 0.353
C -2.61000 5.86053 -3.45880 0.00 -0.01 0.01 -0.190
C -2.14778 5.99492 -4.75997 0.00 0.00 0.01 -0.371
N -2.71788 5.40961 -5.80968 0.00 0.00 -0.01 -0.583
C -3.79077 4.65842 -5.57939 -0.01 0.00 0.00 -0.362
C -4.33287 4.45654 -4.31781 -0.01 0.00 0.01 -0.174
H -4.68128 1.96612 -1.87898 0.00 0.00 0.00 0.486
H -3.18595 0.09680 -1.18752 0.01 0.12 -0.07 0.672
H -0.45976 2.68089 0.46680 0.00 0.01 -0.02 0.398
H -1.83079 4.67214 -0.16362 0.00 0.00 -0.01 0.465
H -2.11207 6.36448 -2.64148 0.00 -0.01 0.00 0.351
H -1.27604 6.60650 -4.96583 -0.01 -0.01 0.00 0.354
H -4.24508 4.19106 -6.44627 0.01 0.01 0.00 0.353
H -5.21023 3.83777 -4.18661 0.01 0.00 0.01 0.374
C 4.25532 3.34506 6.55525 0.01 0.01 0.02 -1.416
C 4.47176 3.29888 5.07958 0.00 -0.02 -0.04 0.855
C 5.54073 3.82876 4.42548 -0.03 -0.02 -0.01 -0.741
C 5.58436 3.68112 3.01492 0.02 0.02 0.02 1.043
N 4.65408 3.07036 2.32274 0.00 0.04 0.00 -0.507
C 3.57872 2.53540 2.95873 0.05 -0.03 0.06 -0.275
S 2.34711 1.72275 2.20120 -0.05 0.01 -0.05 -0.351
N 3.53192 2.67312 4.33794 0.01 0.03 -0.01 -0.036
C 6.74437 4.22731 2.23926 0.00 0.00 0.00 -1.212
H 5.04534 3.91401 7.03803 0.00 0.00 0.00 0.344
H 4.24998 2.33515 6.96846 0.00 0.00 0.00 0.341
H 3.29609 3.80961 6.78804 0.00 0.00 0.00 0.357
H 6.32290 4.34104 4.96399 0.00 0.00 0.00 0.327
H 2.71736 2.26458 4.77528 0.00 0.00 0.01 0.262
H 7.40756 4.82579 2.86072 -0.01 0.00 0.00 0.335
H 6.37637 4.82722 1.40823 0.00 0.00 0.00 0.322
H 7.30934 3.39770 1.81216 0.00 0.00 0.00 0.283


4.
26
Properties=species:S:1:pos:R:3:forces:R:3:mulliken_charge:R:1 method="wB97M-V/def2-TZVPD" e_above_lowest_ev=7.399 charge=+1
C -3.64922 0.72413 -0.27730 -1.17 1.02 -0.17 -0.516
C -2.30684 0.99947 -0.61701 -0.39 1.73 -0.72 0.038
C -3.71056 -0.47355 0.31811 2.41 0.17 -0.36 -0.610
C -1.59571 -0.05465 -0.16848 1.84 -0.37 -0.44 -0.300
C 2.96337 0.94272 -0.27740 0.23 3.31 4.85 -0.904
C 0.95402 1.60212 1.21184 -0.30 -3.00 -0.27 -0.676
C 1.18553 -2.66967 -0.19087 -4.04 2.22 -1.55 -0.739
C 0.93611 -0.27651 -0.67276 -2.36 -2.34 5.57 -0.373
N -2.42846 -0.98829 0.41730 0.25 2.04 -1.21 -0.017
N 1.48026 0.98314 -0.05614 -0.31 0.47 -3.79 0.035
O 1.19811 -1.27165 0.18979 0.47 0.16 1.53 -0.316
H -4.51319 1.38272 -0.40665 0.51 -0.28 -0.09 0.365
H -2.09911 1.96529 -1.11303 0.62 -1.00 0.33 0.342
H -4.50622 -0.94852 0.70859 -2.43 -1.68 1.28 0.522
H 3.27793 0.25772 0.47722 0.66 -1.04 -0.12 0.422
H 3.13088 0.73890 -1.24434 0.93 -1.07 -3.29 0.373
H 3.52973 1.92235 0.03981 -1.60 -1.47 -0.83 0.307
H 1.27598 2.61648 1.25543 -0.43 0.93 -0.44 0.334
H -0.14078 1.28880 1.12905 1.27 1.01 0.91 0.304
H 1.55758 1.10372 1.98139 -0.84 -0.14 0.24 0.333
H 0.88352 -3.36247 0.56578 -0.40 0.31 0.92 0.244
H 2.12531 -2.88468 -0.46847 3.25 -1.04 -1.44 0.341
H 0.42189 -2.64898 -1.01945 0.95 -0.96 0.50 0.367
H 1.12765 -0.54842 -1.65781 0.34 0.65 -2.12 0.574
H -2.14726 -1.87317 0.71404 0.22 -1.34 0.55 0.173
H 1.04949 1.47297 -0.83865 0.31 1.71 0.17 0.377


5.
20
Properties=species:S:1:pos:R:3:forces:R:3:mulliken_charge:R:1 method="wB97M-V/def2-TZVPD" e_above_lowest_ev=0.000 charge=+1
C -0.50877 -1.14870 0.12467 -1.02 -0.46 0.18 -0.634
C -1.87663 -0.73517 0.66751 0.25 -0.14 0.19 -0.605
C 1.78920 -0.52656 -0.35215 2.14 -3.95 2.77 -0.712
C 0.03491 1.08307 -0.83078 -0.50 1.11 -0.16 -0.860
N 0.47212 -0.03533 0.06302 0.13 0.17 0.57 0.093
O -2.49823 0.09822 -0.27835 -0.34 -0.16 -0.37 -0.496
Se 3.22062 0.80015 -0.03685 -0.85 0.29 -0.53 0.006
Se -1.12414 2.37985 0.10602 0.20 -0.26 -0.24 0.017
H -0.63112 -1.54303 -0.88644 0.14 0.03 0.05 0.363
H -0.09632 -1.92803 0.77003 0.05 0.18 -0.11 0.434
H -2.45737 -1.64920 0.82950 0.15 0.03 0.03 0.478
H -1.75797 -0.21805 1.63133 -0.04 -0.12 -0.07 0.337
H 1.76731 -0.90287 -1.37147 -0.16 0.11 0.05 0.424
H 2.07450 -1.75409 0.50710 -0.86 3.88 -2.74 0.358
H 0.91512 1.61929 -1.19044 -0.14 -0.16 0.09 0.455
H -0.51899 0.66754 -1.67087 0.10 -0.03 0.14 0.320
H 0.56676 0.36626 1.01036 0.01 -0.11 -0.30 0.428
H -3.44071 0.19142 -0.09486 0.08 -0.05 0.05 0.303
H 4.11329 -0.08646 0.64723 0.28 -0.55 0.38 0.166
H -0.04357 3.32169 0.35544 0.36 0.18 -0.01 0.123


6.
36
Properties=species:S:1:pos:R:3:forces:R:3:mulliken_charge:R:1 method="wB97M-V/def2-TZVPD" charge=-2
C -2.16480 -1.05594 -1.30276 -1.50 -0.37 -0.27 -0.633
C -1.53340 -1.24744 -2.55046 -1.27 -0.32 -0.67 -0.813
C -1.30080 0.03096 -3.10776 -1.07 0.10 -0.92 -0.734
H -1.25230 -2.19504 -2.97846 0.07 -0.08 -0.04 0.368
C -1.74880 1.00446 -2.18766 -1.59 0.38 -0.63 -1.073
C -2.29500 0.31876 -1.07916 -1.80 0.21 -0.46 -0.349
H -2.63820 0.77636 -0.16986 -0.07 0.03 0.15 0.687
H -2.39160 -1.82944 -0.59246 0.03 -0.06 0.08 0.501
H -0.84220 0.22956 -4.06036 0.14 0.03 -0.05 0.602
H -1.65900 2.07306 -2.28846 0.05 0.14 -0.05 0.363
Hg 0.10010 -0.13164 -1.21686 -0.12 0.15 3.58 1.588
Cl 0.25790 -2.08184 0.32384 0.18 -2.70 1.24 -0.658
C 2.44890 -0.01074 -0.94846 1.97 0.23 -0.43 -0.174
C 2.07470 1.21266 -1.54596 1.72 0.42 -0.38 -1.069
C 1.58720 0.93426 -2.82986 1.19 0.40 -1.08 -0.665
H 2.06560 2.16956 -1.05686 -0.02 0.16 0.03 0.516
C 1.67670 -0.46414 -3.03996 1.13 0.21 -1.09 -0.724
C 2.21670 -1.04464 -1.88386 1.39 -0.11 -0.22 -0.930
H 2.33620 -2.09634 -1.69676 -0.03 -0.09 0.05 0.428
H 2.75530 -0.14424 0.07304 0.01 -0.05 0.09 0.572
H 1.16840 1.65366 -3.51436 -0.09 0.07 -0.06 0.436
H 1.34050 -0.99794 -3.91346 -0.08 -0.06 -0.08 0.477
C 0.04290 1.08006 0.70504 -0.18 1.27 2.04 -2.091
C -0.08890 0.46516 2.07974 -0.14 0.97 -1.32 1.571
C 0.97860 -0.24874 2.65394 -0.32 -0.10 1.11 0.024
C 0.86620 -0.78404 3.93984 -0.28 0.56 -0.64 -0.680
C -0.31000 -0.60674 4.67034 -0.18 0.07 -0.02 -0.428
C -1.37440 0.10896 4.11644 0.47 -0.08 -0.44 -0.509
C -1.26520 0.64656 2.82914 0.35 -0.72 0.76 -0.663
H 0.92760 1.73956 0.76774 0.00 -0.38 -0.29 0.383
H -0.80040 1.77776 0.54264 0.15 -0.18 0.17 0.387
H 1.90300 -0.38794 2.11534 -0.07 0.01 -0.22 0.034
H 1.69400 -1.33174 4.37134 0.07 -0.08 0.02 0.358
H -0.39390 -1.01864 5.66764 -0.04 -0.06 0.11 0.323
H -2.28250 0.25156 4.68684 -0.13 0.01 0.09 0.336
H -2.09910 1.20416 2.42084 0.07 0.04 -0.15 0.241


| no. | E_tot (eV) |
| --- | --- |
| 1 | -92591.8580 |
| 2 | -22008.7926 |
| 3 | -83138.1354 |
| 4 | -13553.8909 |
| 5 | -138563.4525 |
| 6 | -34596.1779 |